1.
{
  "formula": "C33H32NO2",
  "method": "ωB97M-V/def2-TZVPD",
  "multiplicity": 1,
  "orbital_gap_ev": 4.73,
  "relative_energy_ev": 0.480,
  "total_charge": 1,
  "elements": ["H", "C", "H", "H", "C", "O", "N", "H", "H", "H", "H", "H", "H", "H", "C", "C", "C", "H", "H", "H", "C", "C", "C", "H", "C", "C", "C", "C", "C", "C", "H", "C", "C", "C", "H", "C", "C", "H", "H", "H", "H", "H", "C", "H", "C", "C", "C", "C", "H", "C", "O", "C", "H", "C", "H", "H", "H", "C", "H", "C", "C", "H", "H", "H", "H", "C", "C", "C"],
  "coordinates": [[-2.171039, 2.582399, 1.024409], [0.988780, 4.205641, -1.207888], [8.581045, -2.205288, -2.124605], [-3.818150, -2.105114, 4.887853], [1.989608, 2.188543, -0.343043], [6.696965, -2.259731, -1.355598], [-3.320682, 0.150272, 3.154885], [-4.722863, 1.415971, 4.076096], [-0.969821, 5.798932, -1.942631], [-5.342883, 0.496172, 2.700471], [2.467377, -2.102992, 0.211272], [-1.155665, 0.484688, -1.153015], [-0.505989, 0.674596, 1.541009], [-2.890346, -4.718905, -1.643547], [4.464768, -2.198483, -0.506595], [2.829683, -0.608405, -1.285618], [3.805227, -0.083639, -2.153256], [-5.440728, -1.313844, -1.471267], [-0.305169, 3.911250, -2.899530], [-0.071464, 1.486843, -2.928771], [0.371447, -0.942802, -1.318975], [3.194482, -1.693655, -0.469235], [0.043129, 6.189077, -2.050495], [0.031185, 7.264509, -1.865598], [-2.059715, -1.451546, -1.321409], [-2.858160, -2.035795, 4.408614], [-1.316389, -0.862221, 2.932717], [-1.320624, 0.317729, 2.147180], [-0.935879, -0.562859, -1.254634], [-3.356423, -0.921481, -1.321258], [0.608675, -1.986213, -1.410661], [0.446067, 2.068915, -2.185752], [7.623313, -1.699059, -2.256644], [-0.634054, -2.889475, 3.985004], [2.352058, 4.132700, 0.433964], [-0.335104, -1.844782, 3.152715], [-2.543652, 0.918321, 2.294707], [-3.224446, 2.928811, 2.398546], [-2.092691, -3.818775, 5.259422], [0.623945, -1.758907, 2.672288], [7.283375, -1.845668, -3.282988], [3.525337, 0.725162, -2.807795], [-2.968788, 2.178248, 1.650097], [5.769236, -0.225282, -2.926419], [-1.889946, -2.983929, 4.608801], [5.435260, -1.682061, -1.381397], [-4.285268, -3.107863, -1.557861], [-1.912337, -2.841203, -1.422613], [2.636073, 1.692933, 0.360888], [1.290953, 1.404974, -1.277535], [0.893687, 5.585488, -1.104825], [1.828846, 3.543385, -0.298429], [-3.843773, 2.014527, 1.020806], [-2.573054, -0.957285, 3.559304], [7.753019, -0.635567, -2.050287], [4.753239, -3.000933, 0.149273], [-5.067646, -0.307018, 4.248948], [-4.451864, -1.741254, -1.443465], [-3.484310, 0.143634, -1.242202], [-3.015230, -3.653333, -1.542325], [-4.689213, 0.453720, 3.569248], [0.105874, -3.651775, 4.166764], [0.414048, 6.005139, -3.060226], [-0.928891, -3.276179, -1.414305], [-5.146561, -3.747244, -1.667083], [5.062099, -0.618225, -2.218100], [1.471362, -0.052887, -1.287224], [0.308670, 3.429105, -2.160174]],
  "atomic_forces_ev_per_a": [[0.001, -0.125, 0.117], [0.021, 0.680, 0.168], [-0.260, -0.019, 0.112], [-0.211, -0.133, 0.188], [0.037, -0.535, -0.360], [-2.163, 0.620, 0.300], [-0.035, -0.183, 0.123], [-0.039, 0.049, 0.079], [-0.092, 0.077, -0.100], [-0.103, -0.024, -0.047], [-0.089, -0.144, 0.187], [-0.140, 0.284, 0.158], [0.069, 0.199, -0.052], [0.044, -0.140, 0.040], [0.716, -0.251, 0.040], [-0.194, 0.327, 0.057], [-0.826, 0.166, 0.491], [-0.136, 0.052, 0.043], [-0.144, -0.017, -0.123], [-0.086, -0.029, -0.253], [0.827, 0.304, 0.029], [-0.292, 0.226, -0.388], [-0.321, 0.406, -0.323], [0.125, -0.223, 0.103], [-0.114, -0.089, -0.057], [-0.406, 0.665, -0.276], [0.258, -0.367, 0.090], [-0.309, 0.197, -0.140], [-0.224, -0.156, 0.184], [0.308, 0.141, 0.007], [0.117, -0.254, -0.030], [0.322, -0.827, 0.514], [0.511, 0.147, -0.339], [0.008, -0.222, 0.109], [0.097, 0.126, 0.164], [-0.571, 0.355, -0.034], [0.703, -0.756, 0.158], [-0.089, 0.131, -0.053], [-0.037, -0.105, 0.094], [0.275, -0.017, -0.074], [0.088, 0.055, -0.076], [0.059, 0.191, -0.110], [-0.481, 0.171, 0.112], [0.032, 0.145, -0.113], [0.258, -0.092, -0.055], [0.635, -0.353, 0.086], [-0.149, -0.018, -0.018], [0.082, 0.093, -0.031], [0.189, -0.012, 0.164], [-0.003, -0.164, -0.396], [0.447, -2.104, 0.183], [-0.197, 0.858, -0.028], [-0.153, 0.127, -0.055], [0.225, 0.204, -0.246], [0.098, 0.029, -0.076], [0.050, -0.192, 0.131], [0.180, -0.015, -0.070], [-0.309, 0.183, -0.022], [-0.038, 0.293, 0.037], [0.218, -0.290, -0.025], [0.443, 0.101, -0.239], [0.081, -0.145, 0.074], [-0.090, 0.072, -0.075], [0.138, -0.168, -0.008], [-0.098, -0.089, -0.001], [0.906, -0.485, -0.033], [-0.162, -0.022, -0.060], [-0.008, 1.095, 0.042]],
  "lowdin_charge": [0.0763, -0.2132, 0.1033, 0.0990, -0.0006, -0.0584, -0.0448, 0.0928, 0.0971, 0.0888, 0.1184, 0.1111, 0.0978, 0.1153, 0.0218, -0.1786, 0.0068, 0.1134, 0.1064, 0.1250, -0.0005, -0.0061, -0.0816, 0.1036, -0.1985, -0.0200, -0.1824, -0.0097, 0.0428, -0.0086, 0.1115, -0.0203, -0.0803, -0.1003, 0.1286, -0.0429, -0.2804, 0.0866, 0.1012, 0.0956, 0.0999, 0.1280, -0.0270, 0.1073, -0.0926, -0.2091, -0.0416, 0.0009, 0.1295, -0.1880, -0.0600, 0.0240, 0.0766, -0.1600, 0.0983, 0.1273, 0.0839, -0.0551, 0.1149, -0.0494, -0.0002, 0.0974, 0.0995, 0.1103, 0.1169, 0.0006, -0.0454, -0.0028]
}

2.
{
  "formula": "C39H68N4O19",
  "method": "ωB97M-V/def2-TZVPD",
  "multiplicity": 1,
  "orbital_gap_ev": 3.89,
  "relative_energy_ev": 12.198,
  "elements": ["O", "H", "C", "H", "C", "H", "N", "H", "C", "H", "O", "O", "C", "H", "O", "H", "H", "C", "O", "H", "C", "C", "H", "C", "C", "H", "C", "H", "C", "O", "H", "H", "H", "N", "C", "H", "H", "H", "C", "H", "N", "H", "H", "O", "H", "H", "C", "H", "H", "H", "C", "H", "H", "H", "H", "H", "C", "H", "O", "C", "H", "H", "H", "H", "C", "H", "H", "H", "H", "H", "H", "H", "H", "O", "C", "H", "O", "H", "C", "O", "H", "C", "C", "H", "O", "H", "H", "O", "H", "H", "C", "H", "H", "H", "C", "C", "C", "H", "H", "O", "O", "O", "H", "C", "C", "C", "C", "H", "H", "C", "O", "H", "C", "C", "O", "H", "O", "H", "C", "C", "H", "N", "C", "H", "H", "C", "H", "C", "C", "H"],
  "coordinates": [[-4.782038, 2.320208, 1.938077], [2.858962, -2.114792, -2.070923], [1.429962, 5.587208, -2.392923], [-8.755038, 1.007208, -0.176923], [-1.052038, 4.459208, -2.340923], [2.793962, -3.614792, 1.062077], [-4.479038, -1.264792, -1.364923], [4.524962, 1.529208, 0.728077], [-3.108038, 2.257208, -4.471923], [-1.384038, -6.236792, -1.142923], [-7.144038, 2.219208, -2.385923], [-3.563038, 0.552208, 1.715077], [-6.321038, 2.095208, -1.421923], [4.611962, -2.798792, -1.198923], [-3.525038, -2.004792, -0.960923], [0.787962, 3.865208, -3.693923], [-5.076038, 3.534208, -0.676923], [-0.949038, -4.122792, -2.092923], [-5.153038, 1.199208, -4.121923], [-0.080038, 3.489208, 1.206077], [-5.055038, 2.921208, -1.538923], [-0.978038, 1.104208, -3.571923], [-0.586038, -0.438792, -2.133923], [-1.928038, 0.131208, -3.139923], [-3.338038, 0.023208, -3.518923], [-2.438038, -2.943792, -2.054923], [3.580962, -3.010792, 0.684077], [-2.232038, -4.122792, 3.702077], [5.967962, 0.495208, 5.218077], [0.229962, 1.000208, -3.299923], [-0.527038, -5.349792, 1.583077], [1.259962, 3.901208, 0.028077], [5.551962, 1.423208, 3.293077], [-6.539038, 1.085208, -0.336923], [2.038962, 2.692208, 1.754077], [-4.790038, 3.646208, -2.299923], [-6.065038, 0.334208, -0.731923], [4.720962, 2.066208, -2.209923], [-1.566038, 2.264208, -4.372923], [-1.923038, 0.889208, 0.204077], [-3.712038, 1.799208, 1.702077], [1.401962, 3.695208, 3.866077], [3.659962, -1.870792, 0.818077], [0.308962, -1.405792, 0.314077], [0.875962, -3.900792, 5.051077], [2.027962, 1.784208, 3.686077], [1.645962, 2.697208, 3.254077], [3.809962, -1.986792, 6.540077], [3.044962, 0.278208, 2.910077], [-2.360038, 5.291208, -0.914923], [0.134962, -4.586792, -3.034923], [6.131962, 0.235208, -2.076923], [-7.966038, -0.213792, -1.199923], [0.667962, -5.454792, -2.433923], [4.574962, 3.162208, 0.150077], [-0.660038, -3.941792, -1.071923], [-0.445038, -4.330792, 2.032077], [-0.227038, -4.865792, -3.853923], [-5.637038, -1.441792, -0.976923], [3.307962, -1.000792, 4.766077], [-1.674038, 0.936208, -2.238923], [6.038962, 2.166208, 0.302077], [-2.164038, -5.905792, -2.786923], [0.501962, -3.892792, 1.745077], [-0.521038, -0.592792, 0.726077], [2.826962, 1.271208, -2.221923], [-4.252038, -0.678792, -2.930923], [0.927962, -3.789792, -3.171923], [5.747962, -0.946792, 7.114077], [4.706962, -0.399792, -2.363923], [0.782962, -5.506792, 4.565077], [1.228962, 4.621208, 1.678077], [-1.595038, -0.905792, -2.738923], [2.232962, -1.495792, 4.638077], [-0.512038, -0.147792, 2.186077], [-7.913038, -0.576792, 0.408077], [3.139962, 1.239208, -1.312923], [-0.552038, 0.894208, 2.478077], [2.784962, -3.046792, -1.682923], [-4.223038, -0.112792, -1.739923], [-3.554038, 3.185208, -4.933923], [5.308962, -0.538792, 6.274077], [5.064962, 0.677208, 4.071077], [0.726962, 2.562208, 3.343077], [-2.908038, 2.326208, 0.872077], [5.350962, -0.576792, -0.663923], [3.130962, 2.908208, 1.615077], [-1.517038, -4.592792, 4.133077], [2.397962, 5.655208, -2.718923], [-1.080038, -0.792792, 2.726077], [1.141962, 3.686208, 0.992077], [-2.834038, -5.454792, -1.519923], [-0.028038, 1.060208, -1.624923], [1.721962, -3.359792, -1.289923], [3.798962, 0.089208, 3.727077], [4.580962, 1.409208, -1.373923], [-0.425038, -3.899792, 3.481077], [-0.360038, -2.842792, 3.498077], [-4.192038, 2.274208, -1.445923], [6.912962, 1.085208, 5.470077], [-1.788038, 3.508208, -2.849923], [1.757962, 1.483208, 1.229077], [3.281962, -5.173792, -0.548923], [5.288962, 0.112208, -1.599923], [-7.900038, 0.319208, -0.281923], [0.845962, -4.443792, 4.261077], [-1.844038, -5.380792, -1.843923], [-1.002038, 3.077208, -4.704923], [2.251962, 1.265208, 0.368077], [0.340962, 4.560208, -2.890923], [4.157962, -4.768792, -0.862923], [-0.599038, 6.554208, 0.288077], [-3.901038, 1.176208, -4.073923], [-0.366038, 6.244208, -0.678923], [1.726962, 7.344208, -0.912923], [1.709962, -4.104792, 3.889077], [-1.714038, -3.111792, -2.739923], [0.632962, -0.327792, 2.509077], [-1.341038, 5.315208, -1.201923], [-0.857038, 0.410208, -1.549923], [-1.998038, -0.794792, -0.441923], [-1.388038, 0.082208, -0.213923], [3.918962, -3.287792, -0.752923], [-1.095038, -3.668792, 1.563077], [-6.084038, 1.241208, 0.503077], [0.957962, 6.449208, -1.218923], [4.503962, -3.258792, 1.193077], [4.931962, 2.112208, -0.049923], [4.113962, -1.184792, 5.942077], [3.093962, -3.747792, -2.527923]],
  "atomic_forces_ev_per_a": [[-0.808, 1.129, 1.762], [-0.581, 3.239, -1.017], [-9.245, -4.617, 0.489], [0.651, -0.349, 0.176], [0.790, -2.927, -2.341], [-1.045, 0.181, 0.301], [0.530, 0.926, 6.804], [-0.809, -0.926, 1.002], [6.940, 2.773, -2.261], [-0.294, 1.980, -1.648], [2.457, -1.425, 5.352], [-0.308, -0.746, 2.402], [-3.192, 2.484, -7.000], [5.667, 2.798, -1.926], [-0.517, -0.103, -1.326], [-1.425, 1.010, 1.332], [0.415, 0.568, 1.564], [-1.898, -2.333, -0.589], [0.637, 0.843, -0.681], [3.255, -0.155, -0.739], [0.438, -1.059, 1.831], [2.438, 2.071, -5.922], [1.873, -0.007, 2.534], [-7.830, -7.821, -6.428], [4.118, -1.800, -0.687], [0.840, 0.139, -1.610], [3.470, 2.758, -0.397], [-1.067, -0.420, 0.303], [-6.834, -4.745, 2.054], [-0.551, 1.071, -3.125], [-0.061, 0.572, 1.306], [0.944, 0.558, -3.947], [-1.231, -1.310, 1.620], [-3.255, 0.097, -2.025], [-0.110, 2.863, -0.152], [-1.315, -0.601, -1.050], [2.253, -2.607, -1.125], [0.584, 0.434, -0.507], [-7.049, -3.154, -0.037], [-0.289, -0.431, 0.240], [-0.035, -2.882, -5.660], [2.591, -1.541, -1.049], [-1.427, -1.431, 0.119], [-2.666, 1.641, 0.466], [-0.401, 3.186, 5.994], [0.779, 0.642, 1.027], [5.496, 2.520, -0.328], [-0.638, -0.951, 1.106], [1.526, 0.061, 0.550], [-0.638, -0.061, 1.091], [5.371, 2.096, 8.690], [5.050, 0.769, -1.785], [-0.048, 0.210, -1.175], [-0.853, 1.472, -1.611], [0.041, -1.035, -0.937], [0.847, 1.235, 0.285], [1.949, 0.416, -0.327], [-3.006, -2.525, -6.838], [-1.144, -1.776, -1.003], [0.978, 3.459, -1.725], [-0.067, 0.935, 5.079], [-1.476, -0.306, -1.359], [1.387, 0.291, 0.060], [0.624, -0.208, -0.893], [4.430, -0.381, 0.908], [-0.393, -0.182, 0.055], [3.678, 1.847, -5.989], [-1.074, -0.920, -0.089], [1.467, -0.089, 1.749], [-0.356, -0.448, 0.128], [0.111, 0.579, -0.700], [0.007, -0.706, -1.696], [-1.733, 1.511, -2.563], [-1.461, -1.112, -0.380], [5.049, 0.572, -1.022], [0.589, 1.719, 0.064], [0.253, -0.126, 0.112], [-1.100, 0.193, -0.673], [-1.690, -4.258, -0.280], [-1.137, 1.042, 4.628], [0.368, -1.334, 0.540], [-3.216, -0.485, -4.199], [-2.498, 0.874, -5.166], [-8.727, -2.296, -0.488], [1.323, 2.129, 0.818], [0.035, 1.339, -1.608], [-0.931, 0.303, 0.316], [0.069, 1.936, -0.019], [2.131, 0.085, -0.993], [-1.993, -1.548, 1.813], [-3.391, 1.464, 7.373], [-1.794, 1.815, 1.620], [0.679, 1.044, 1.983], [2.145, 0.894, -0.668], [3.122, -0.346, 2.910], [-0.505, 1.170, 1.363], [1.915, -5.476, 0.853], [-0.631, 1.225, 0.446], [0.231, -0.165, 0.325], [4.913, 2.937, 0.468], [2.084, 5.360, 5.188], [0.571, -4.167, -1.805], [1.942, 0.796, -0.727], [-4.584, -2.148, 2.932], [-0.285, 0.240, 0.632], [-4.200, -3.061, -3.196], [1.168, -3.623, -0.715], [0.862, 0.498, -0.972], [-0.795, 0.804, 1.462], [6.238, 3.333, 0.521], [-1.180, 0.473, 0.993], [-0.269, 1.402, 1.261], [-3.395, -0.678, 0.550], [-3.795, -4.406, -1.578], [-0.814, -0.124, 0.848], [3.481, 0.401, -2.493], [-0.756, 0.302, 2.168], [-2.588, -0.170, -0.780], [2.860, 3.017, 0.062], [2.111, 0.446, 5.925], [-0.473, 1.779, 0.382], [-1.784, -1.904, -0.972], [-6.260, -5.577, 2.551], [-1.781, 0.828, -1.310], [1.076, 1.077, 2.734], [2.466, -0.064, -2.624], [0.131, -0.596, 0.666], [2.226, 1.371, 0.589], [4.010, 1.513, 0.803], [-0.976, 0.892, 0.658]],
  "lowdin_charge": [-0.0063, 0.0284, 0.1320, 0.1049, -0.2700, 0.0598, -0.4787, 0.0256, 0.0500, 0.1191, 0.0917, -0.0556, -0.2781, 0.0547, -0.0075, 0.1188, 0.0701, -0.4774, 0.0332, 0.1517, 0.0096, -0.3717, 0.0942, -0.1645, 0.0074, 0.0682, -0.0410, 0.0766, -0.4358, 0.0325, 0.1073, -0.0134, 0.1379, 0.1445, -0.5134, 0.0991, 0.0570, 0.1318, 0.0769, 0.1286, -0.5569, 0.1565, 0.1034, 0.1111, -0.0064, 0.0550, -0.0245, 0.0957, 0.0943, 0.1065, -0.0458, 0.0219, 0.0763, 0.1359, 0.0907, 0.1009, -0.0588, -0.0074, 0.0311, -0.4093, 0.0967, 0.1190, 0.0876, 0.0539, -0.3586, 0.0894, 0.1639, 0.0757, 0.0730, 0.0838, 0.1103, 0.1037, 0.1393, 0.1132, 0.0289, 0.1248, -0.0742, 0.0730, -0.0700, -0.0813, 0.1309, 0.1013, 0.0169, -0.0472, -0.1071, 0.1284, 0.1187, -0.0457, 0.0666, 0.0376, -0.0322, 0.0310, 0.1099, 0.1075, 0.0701, -0.4301, -0.4059, 0.1057, 0.0650, 0.1659, -0.0253, -0.0911, 0.1124, -0.0291, 0.0476, -0.0161, -0.0778, 0.0757, 0.1049, 0.0905, -0.0961, 0.1020, -0.5097, 0.0622, 0.1170, 0.0215, -0.0637, 0.1269, 0.0698, -0.0708, 0.1861, 0.1535, -0.4544, 0.0349, 0.1097, -0.4206, 0.0743, -0.0538, -0.0026, 0.1146]
}